[1]
C14H16 | the ωB97M-V functional and the def2-TZVPD basis

The geometry in XYZ format:
```
30
Properties=species:S:1:pos:R:3:forces:R:3:lowdin_charge:R:1
C 0.4476 -1.5268 2.1777 0.5 0.4 -0.5 -0.05
C -0.3376 -0.3472 2.7123 0.0 -1.1 0.2 -0.28
C -1.6996 -0.3018 2.4757 -0.2 0.6 -0.1 -0.06
C -2.5018 0.6493 3.1069 -0.1 -0.7 -0.9 -0.10
C -1.9843 1.4994 4.0613 0.3 1.0 -1.1 -0.10
C -0.5955 1.5113 4.2680 -0.8 -2.0 1.1 -0.09
C 0.1935 0.5471 3.6265 0.3 1.4 0.0 -0.06
H 1.4208 -1.2171 1.7771 -0.1 -0.1 0.2 0.08
H -0.0654 -2.0489 1.3742 -0.2 0.2 -0.2 0.07
H 0.5986 -2.2864 2.9413 0.2 0.1 0.3 0.08
H -2.1125 -0.9363 1.6967 -0.1 -0.1 0.3 0.11
H -3.5274 0.6796 2.7511 -0.1 0.3 0.4 0.10
H -2.6029 2.3406 4.3593 0.0 -0.3 0.7 0.10
H -0.2357 1.8553 5.2356 0.3 1.1 -0.6 0.10
H 1.2645 0.6711 3.7657 0.0 -0.7 0.2 0.11
C -0.6896 -1.3436 -4.1376 -0.2 -1.6 0.7 -0.06
C 0.3654 -0.4617 -3.5418 -0.1 0.9 0.2 -0.28
C -0.0316 0.7605 -2.9718 -0.4 -0.4 0.1 -0.07
C 0.7927 1.5568 -2.1954 0.3 -1.3 -0.2 -0.08
C 2.1221 1.1304 -2.0508 0.3 0.7 0.2 -0.10
C 2.5877 -0.0016 -2.6899 -0.8 -0.3 0.0 -0.10
C 1.6957 -0.8263 -3.3825 0.7 0.4 -0.6 -0.06
H -1.2601 -1.0763 -5.0248 0.5 0.5 -0.2 0.08
H -1.4694 -1.5623 -3.3905 0.2 0.4 0.0 0.08
H -0.2596 -2.3429 -4.2623 0.0 0.1 -0.5 0.07
H -1.0805 1.0161 -3.0593 -0.1 0.1 0.0 0.11
H 0.3225 2.3485 -1.6355 0.4 0.4 0.0 0.10
H 2.8515 1.6856 -1.4734 -0.2 0.2 0.1 0.10
H 3.6187 -0.3197 -2.6113 0.0 0.2 0.1 0.10
H 2.1717 -1.6526 -3.9027 -0.6 -0.4 0.1 0.11
```
Forces are in eV/Å.

Energy above the lowest of the compared OMol25 structures with the same formula, charge and spin (kcal per mole): 23.40
HOMO energy (eV): -9.03
E_LUMO (eV): 0.80
Orbital gap (eV): 9.828
SMILES: Cc1ccccc1.Cc1ccccc1
Charge: 0


[2]
C14H16 | the ωB97M-V functional and the def2-TZVPD basis

The geometry in XYZ format:
```
30
Properties=species:S:1:pos:R:3:forces:R:3:lowdin_charge:R:1
C 0.0700 0.8598 3.1290 -0.3 1.2 -0.8 -0.06
C -0.5471 -0.3497 2.4946 1.5 -0.8 0.6 -0.28
C -0.9015 -0.4277 1.1641 -0.1 0.4 -0.3 -0.05
C -1.4405 -1.5881 0.6074 0.0 0.3 0.0 -0.09
C -1.6285 -2.7016 1.4008 0.1 0.7 0.8 -0.09
C -1.2387 -2.6367 2.7410 -0.4 -0.3 -0.5 -0.10
C -0.6249 -1.5155 3.2653 -1.3 -0.4 0.1 -0.06
H 0.2601 1.6980 2.4460 -0.7 -0.1 -0.3 0.08
H 1.0846 0.7419 3.4649 0.3 -0.8 0.8 0.07
H -0.6029 1.2186 3.9070 0.4 0.1 0.3 0.08
H -0.7643 0.4737 0.5773 -0.1 -0.1 -0.2 0.11
H -1.7732 -1.5724 -0.4222 0.1 -0.1 0.0 0.09
H -2.1771 -3.5514 1.0731 -0.2 -0.6 -0.5 0.09
H -1.5584 -3.4412 3.3907 0.4 -0.2 0.1 0.10
H -0.4646 -1.5857 4.3349 0.5 0.6 0.0 0.11
C 0.4627 -1.2158 -2.4747 -1.0 0.4 0.4 -0.06
C 0.7551 0.2489 -2.2857 -0.5 0.7 -0.5 -0.29
C 1.9486 0.7608 -1.7867 0.3 -0.8 -0.1 -0.06
C 2.1914 2.1258 -1.7459 -0.1 -0.2 -1.1 -0.09
C 1.1875 2.9984 -2.1514 0.1 0.4 1.4 -0.10
C -0.1049 2.5198 -2.3164 0.0 -0.8 -0.8 -0.08
C -0.2421 1.1677 -2.6447 0.4 -0.2 0.9 -0.06
H 0.7807 -1.5297 -3.4584 0.6 -0.6 0.0 0.08
H -0.6209 -1.3672 -2.4669 -0.1 0.3 -0.2 0.06
H 0.7353 -1.8097 -1.6025 0.8 -0.2 -0.4 0.08
H 2.7310 0.0343 -1.5875 0.1 0.2 0.4 0.11
H 3.1727 2.5097 -1.5088 0.1 0.0 0.0 0.10
H 1.4285 4.0507 -2.2309 -0.3 0.1 0.4 0.10
H -1.0129 3.0831 -2.1354 0.2 0.6 -1.0 0.10
H -1.1057 0.8010 -3.1782 -0.5 0.0 0.5 0.11
```
Forces are in eV/Å.

Energy above the lowest of the compared OMol25 structures with the same formula, charge and spin (kcal per mole): 26.63
HOMO energy (eV): -8.87
E_LUMO (eV): 0.93
Orbital gap (eV): 9.798
SMILES: Cc1ccccc1.Cc1ccccc1
Charge: 0


[3]
C14H16 | the ωB97M-V functional and the def2-TZVPD basis

The geometry in XYZ format:
```
30
Properties=species:S:1:pos:R:3:forces:R:3:lowdin_charge:R:1
C 3.5418 2.3240 -1.1378 1.9 -0.9 1.3 -0.05
C 3.0215 1.1915 -0.2591 1.3 -0.2 -1.1 -0.28
C 1.9168 1.4040 0.5342 0.0 -0.5 0.2 -0.08
C 1.4131 0.3890 1.3228 0.7 -0.9 -0.5 -0.09
C 1.9957 -0.8853 1.3086 0.5 0.2 -0.1 -0.09
C 3.1214 -1.1151 0.5038 -0.5 0.4 0.1 -0.08
C 3.6291 -0.0659 -0.2826 -0.7 -0.8 0.8 -0.05
H 3.5532 3.2157 -0.4969 0.5 0.0 -0.5 0.08
H 2.8535 2.4891 -1.8923 -1.5 0.5 -1.6 0.04
H 4.5364 2.1015 -1.6677 -1.3 0.4 1.2 0.11
H 1.4394 2.3606 0.5105 -0.2 0.5 0.1 0.11
H 0.5551 0.5711 1.9069 -0.9 0.1 0.7 0.09
H 1.6165 -1.6894 1.9397 0.0 0.3 -0.2 0.10
H 3.5780 -2.1129 0.4853 -0.1 0.5 0.0 0.10
H 4.4782 -0.3069 -0.8951 0.3 0.4 -0.3 0.10
C -2.5995 -2.7839 -0.7997 -0.5 0.0 -0.9 -0.07
C -2.7340 -1.3359 -0.3826 -0.2 -0.3 0.6 -0.32
C -1.7636 -0.4213 -0.7216 2.0 0.8 -0.9 -0.06
C -1.8099 0.9151 -0.2688 -0.8 -1.0 -0.1 -0.08
C -2.8724 1.3411 0.5238 0.8 -2.2 -0.8 -0.10
C -3.8399 0.4221 0.8815 -1.0 -0.4 0.2 -0.09
C -3.7881 -0.9000 0.4292 -0.4 -0.1 0.3 -0.06
H -1.9150 -2.8236 -1.7012 -0.6 -0.3 1.2 0.09
H -3.6124 -3.1327 -1.1323 0.9 0.0 0.3 0.08
H -2.2547 -3.4341 0.0403 -0.1 0.5 -0.8 0.09
H -0.8643 -0.7588 -1.3618 -1.6 0.6 1.1 0.14
H -1.0528 1.6081 -0.5482 0.6 0.3 -0.2 0.08
H -2.8944 2.2936 0.9167 -0.1 2.0 0.6 0.07
H -4.6730 0.7650 1.5189 0.5 -0.4 -0.4 0.11
H -4.5758 -1.6257 0.7255 0.6 0.6 -0.2 0.12
```
Forces are in eV/Å.

Energy above the lowest of the compared OMol25 structures with the same formula, charge and spin (kcal per mole): 12.78
HOMO energy (eV): -8.97
E_LUMO (eV): 0.94
Orbital gap (eV): 9.910
SMILES: Cc1ccccc1.Cc1ccccc1
Charge: 0


[4]
C14H16 | the ωB97M-V functional and the def2-TZVPD basis

The geometry in XYZ format:
```
30
Properties=species:S:1:pos:R:3:forces:R:3:lowdin_charge:R:1
C 2.1800 0.3093 -0.9841 0.7 0.7 2.7 -0.01
C -0.4274 -1.1320 -3.1496 0.7 1.6 -0.7 -0.01
C -0.2183 -2.5038 -3.1490 1.1 -1.6 1.2 0.06
C 0.4442 -0.2076 -2.5802 -3.1 -1.5 -0.6 0.02
C 1.4495 -0.7064 -1.7316 0.7 0.1 -1.0 -0.14
C 0.9571 -3.0339 -2.5126 -0.2 1.6 -0.8 0.00
C 1.7528 -2.1276 -1.8909 0.7 0.0 1.3 0.04
H -1.2021 -0.6654 -3.7276 -0.7 -0.4 -0.1 0.13
H -0.9007 -3.2500 -3.5049 -0.5 0.2 -0.6 0.13
H -0.0361 0.7643 -2.7330 1.5 0.4 0.8 0.14
H 1.2857 -4.0492 -2.6610 -0.3 -0.2 0.3 0.13
H 1.5145 1.1462 -0.7650 0.1 0.1 -0.4 0.08
H 3.0955 0.6919 -1.4265 0.0 0.1 -1.2 0.12
H 2.6430 -2.4938 -1.3988 0.2 0.1 0.1 0.13
H 2.6724 0.1618 0.0209 -0.9 -1.1 -0.7 0.13
C -1.2412 -0.2916 4.0047 -1.1 -0.9 -0.2 -0.06
C -0.2663 2.8679 2.1398 0.1 -0.7 0.5 -0.08
C -0.6796 2.5520 0.8629 0.0 -0.3 0.2 -0.11
C -0.5688 1.9870 3.1803 0.8 -0.5 0.6 -0.04
C -0.9836 0.6854 2.9242 -0.2 1.8 -0.2 -0.30
C -1.3362 1.3231 0.6188 2.1 0.5 -0.4 -0.09
C -1.2926 0.3398 1.6004 -1.1 0.6 0.5 -0.06
H 0.4223 3.6595 2.3858 -0.4 0.7 -0.3 0.11
H -0.4196 3.2094 0.0419 -0.3 0.0 0.0 0.10
H -0.3342 2.2336 4.2277 0.0 0.1 -0.6 0.12
H -1.4867 1.1914 -0.4482 -0.7 -0.7 0.2 0.08
H -1.3556 0.0222 5.0432 0.6 0.6 -0.3 0.09
H -0.4844 -1.0671 3.9217 -0.2 -0.4 0.3 0.09
H -1.7400 -0.6356 1.5392 0.0 -0.4 -0.8 0.10
H -2.2468 -0.6853 3.7633 0.6 -0.5 0.2 0.09
```
Forces are in eV/Å.

Energy above the lowest of the compared OMol25 structures with the same formula, charge and spin (kcal per mole): 37.21
HOMO energy (spin up / spin down) (eV): -11.48 / -11.48
2S+1: 2
E_LUMO (spin up / spin down) (eV): -4.44 / -8.20
Orbital gap (spin up / spin down) (eV): 7.041 / 3.282
Charge: +1


[5]
C14H16 | the ωB97M-V functional and the def2-TZVPD basis

The geometry in XYZ format:
```
30
Properties=species:S:1:pos:R:3:forces:R:3:lowdin_charge:R:1
C -2.3854 -1.0660 4.6557 1.1 1.8 0.5 -0.05
C -0.3190 -1.9740 0.9798 0.2 -0.2 0.8 -0.11
C -1.0573 -2.9539 1.6789 1.1 0.1 -1.4 -0.09
C -0.3596 -0.6785 1.4429 0.0 1.1 0.7 -0.12
C -1.8064 -2.6048 2.7687 0.0 0.0 -0.4 -0.05
C -1.1068 -0.3101 2.5738 -0.4 -0.6 -0.5 -0.05
C -1.7735 -1.2922 3.2814 -1.2 -1.3 1.0 -0.25
H 0.3730 -2.2116 0.1841 -0.1 -0.4 -0.1 0.07
H -0.9497 -4.0048 1.3841 -0.4 0.5 0.0 0.11
H 0.2677 0.1410 1.0825 -0.2 -0.4 -0.6 0.09
H -2.4507 -3.4142 3.0868 0.0 0.3 1.0 0.12
H -1.2677 0.7366 2.8006 0.5 0.0 0.4 0.11
H -1.5897 -0.9723 5.4081 0.4 -0.5 -0.3 0.09
H -3.0765 -1.7312 5.1389 -0.5 -0.7 -0.7 0.07
H -2.7531 -0.0520 4.7823 -0.6 0.2 -0.5 0.07
C 0.1305 2.0253 -4.4305 -0.5 0.7 -0.2 -0.01
C 2.7148 0.8209 -1.3811 -0.5 0.5 0.4 0.06
C 1.6397 -0.0217 -1.7557 -0.5 -0.5 -0.2 -0.01
C 2.7638 2.1782 -1.7930 -1.7 1.4 -0.8 0.01
C 0.7439 0.4041 -2.7012 1.1 0.4 1.1 0.04
C 1.8373 2.6800 -2.7146 1.6 -1.9 1.7 0.04
C 0.9711 1.7019 -3.2508 -1.8 0.6 -1.7 -0.18
H 3.3755 0.4987 -0.5898 0.2 -0.1 -0.1 0.14
H 1.4975 -0.9527 -1.2096 0.2 0.1 -0.3 0.11
H 3.3001 2.9367 -1.2537 0.9 -0.3 0.1 0.12
H -0.1691 -0.0886 -3.0079 0.3 -0.4 0.1 0.14
H 1.8027 3.7259 -2.9685 -0.1 0.0 -0.3 0.14
H -0.1353 1.1212 -5.0054 0.0 0.5 0.2 0.11
H 0.5946 2.7869 -5.0620 0.2 -0.3 -0.1 0.10
H -0.8125 2.5713 -4.1246 0.6 -0.8 0.1 0.15
```
Forces are in eV/Å.

Energy above the lowest of the compared OMol25 structures with the same formula, charge and spin (kcal per mole): 25.40
HOMO energy (spin up / spin down) (eV): -11.27 / -11.27
2S+1: 2
E_LUMO (spin up / spin down) (eV): -4.43 / -8.15
Orbital gap (spin up / spin down) (eV): 6.846 / 3.119
Charge: +1


[6]
C14H16B2NaO18 | the ωB97M-V functional and the def2-TZVPD basis

The geometry in XYZ format:
```
51
Properties=species:S:1:pos:R:3:forces:R:3:lowdin_charge:R:1
Na -0.6815 0.6274 -0.5199 0.3 -0.2 0.3 0.44
O 1.7073 -5.6604 4.8490 0.8 -0.1 0.0 0.16
C 1.1024 -5.2601 3.9062 -1.5 -0.2 0.9 -0.41
O 1.4090 -4.3099 3.0609 0.4 1.2 -0.6 0.24
B 0.2260 -3.9460 2.2588 0.2 0.2 0.1 -0.82
O -0.6836 -5.0528 2.4688 -0.9 0.4 -0.6 0.24
C -0.3417 -5.7198 3.5515 0.6 -0.9 -0.3 -0.39
O -0.9654 -6.6017 4.0602 -0.1 0.1 0.2 0.15
O 0.5328 -3.6834 0.8411 0.7 -1.1 -0.1 0.27
C 0.0757 -2.5415 0.4492 -0.5 0.5 -0.1 -0.39
O 0.0662 -2.0843 -0.6652 0.1 0.1 -0.3 0.13
C -0.6253 -1.8799 1.6453 0.3 -0.8 -0.6 -0.40
O -0.4645 -2.6612 2.6721 0.1 0.1 0.6 0.25
O -1.2949 -0.8945 1.5146 -0.2 1.0 0.4 0.14
O 5.7365 2.5287 5.0187 0.3 0.3 0.2 0.15
C 5.1151 2.5958 4.0058 0.1 0.0 -0.5 -0.39
O 4.1060 1.8104 3.6749 -0.7 0.2 -0.7 0.23
B 3.5809 2.2188 2.3539 0.0 -0.7 0.6 -0.85
O 4.4527 3.2785 1.8571 0.2 -0.2 -0.1 0.24
C 5.3301 3.5842 2.7989 0.1 0.3 1.0 -0.38
O 6.0883 4.5075 2.7995 0.1 -0.1 -0.2 0.15
O 3.5116 1.0144 1.4695 -0.1 0.5 -0.5 0.25
C 2.3916 1.0704 0.7961 -0.5 -0.3 0.2 -0.38
O 2.0084 0.3385 -0.0776 -0.1 -0.2 -0.4 0.14
C 1.5116 2.1935 1.3835 0.2 0.6 0.7 -0.38
O 2.1888 2.7261 2.3681 0.1 0.1 0.2 0.25
O 0.4030 2.5367 1.0572 -0.2 -0.7 -0.6 0.13
C -4.6909 -1.0525 -0.3887 0.6 0.8 -1.0 -0.03
C -3.8606 -0.5700 -1.6137 0.3 -0.5 0.4 -0.45
C -4.0177 0.9102 -1.8965 -0.2 -0.3 0.2 -0.04
O -2.4624 -0.8154 -1.4116 0.3 0.7 0.0 -0.08
H -4.0967 -1.7836 0.1539 -0.4 -0.5 -0.1 0.08
H -5.6301 -1.3842 -0.8281 -0.1 -0.5 0.6 0.08
H -4.8819 -0.2529 0.3281 0.0 0.2 -0.1 0.08
H -4.1179 -1.1634 -2.4980 -0.4 0.1 0.0 0.13
H -3.5180 1.2020 -2.8185 0.1 0.1 0.1 0.07
H -3.6146 1.4570 -1.0415 0.1 0.2 -0.1 0.09
H -5.0780 1.1549 -1.9738 0.0 0.0 0.0 0.08
H -2.2642 -1.7545 -1.4801 0.1 0.0 0.1 0.09
C 0.1822 2.9326 -4.4758 1.4 0.3 1.4 -0.05
C -0.2803 1.8337 -3.5060 -0.5 0.4 -1.0 -0.47
C 0.6437 0.6388 -3.4237 -0.7 -0.2 0.3 -0.03
O -0.5317 2.4127 -2.2152 0.2 -0.5 -0.3 -0.05
H 1.1118 3.3913 -4.1016 0.1 -0.3 0.2 0.09
H -0.4995 3.7845 -4.4184 -0.4 -0.3 -0.8 0.08
H 0.4791 2.5585 -5.4522 -0.7 0.1 -0.2 0.08
H -1.2379 1.5025 -3.9339 -0.1 -0.2 0.3 0.12
H 0.6280 0.1491 -4.3993 0.6 0.2 -0.1 0.09
H 0.2294 -0.1521 -2.7886 0.0 0.2 0.3 0.07
H 1.6255 0.9087 -3.0411 0.1 -0.1 -0.3 0.10
H -0.6045 3.3565 -2.3742 -0.1 0.1 0.5 0.09
```
Forces are in eV/Å.

Energy above the lowest of the compared OMol25 structures with the same formula, charge and spin (kcal per mole): 12.50
HOMO energy (eV): -7.44
E_LUMO (eV): 1.31
Orbital gap (eV): 8.756
Charge: -1


[7]
C14H16BBeBr6F15KLiN2O5PS | the ωB97M-V functional and the def2-TZVPD basis

The geometry in XYZ format:
```
64
Properties=species:S:1:pos:R:3:forces:R:3:lowdin_charge:R:1
C -2.7563 -3.7318 -1.4812 -0.3 -0.2 -0.8 -0.14
C -2.7931 -3.1499 -3.0351 0.7 -2.2 0.4 -0.22
N -2.3100 -1.7200 -3.1482 -3.6 0.2 -1.1 0.02
C -3.4266 -0.7104 -2.9997 3.2 -1.1 4.2 -0.37
S -4.5417 -0.5325 -4.4932 -1.2 0.1 -6.5 0.99
O -4.6241 0.8922 -5.0904 -0.3 -4.4 2.0 -0.37
O -4.0624 -1.5006 -5.6428 -1.9 3.2 3.8 -0.41
F -6.1160 -1.1198 -4.0064 3.7 1.6 -1.1 -0.19
O -4.4194 -0.8806 -1.9020 0.7 3.2 -2.2 0.01
C -4.8185 0.5419 -1.6382 -5.2 1.0 4.1 -0.20
O -5.9226 0.8019 -0.9333 8.6 -1.6 -5.6 0.11
O -3.8143 1.4907 -2.2232 -0.8 -3.5 1.3 0.02
C -2.6445 0.5916 -2.3838 -1.2 0.2 1.1 -0.24
F -2.4389 0.1571 -0.9512 0.7 0.9 -3.8 -0.02
C -1.2904 1.1464 -3.1228 0.4 0.5 -0.3 -0.04
C -0.1442 1.7487 -2.1131 2.8 -2.8 -3.5 -0.28
C 0.6810 0.6293 -1.2505 -0.9 -1.0 -1.0 -0.58
F 0.2823 -0.7558 -1.7016 0.9 3.7 1.2 -0.15
Br 2.6879 0.7126 -1.6082 -1.9 -0.4 -0.3 0.81
C 0.5168 0.7256 0.3746 2.3 -1.1 2.3 -0.59
F 1.7830 1.3161 0.9466 -4.3 -1.3 -1.7 -0.12
F -0.5956 1.5757 0.8538 5.0 -5.4 1.3 -0.37
Br 0.2261 -1.0913 1.2564 0.4 2.3 -1.1 0.86
H -1.7853 -3.4337 -0.8961 -1.9 -0.4 -1.3 0.07
H -3.7200 -3.3786 -0.8961 2.1 -0.9 -1.1 0.10
H -2.7232 -4.9184 -1.5982 -0.4 2.9 0.3 0.01
H -3.8439 -3.3143 -3.5297 1.9 0.3 1.0 0.12
H -2.0181 -3.8185 -3.6419 -1.7 1.6 1.2 0.14
H -1.9404 -1.5989 -4.1267 -0.3 0.1 1.3 0.13
H -0.7582 0.3220 -3.7980 -1.5 1.5 1.7 0.14
H -1.5821 2.0281 -3.8721 0.3 -1.9 1.8 0.16
H -0.6432 2.6021 -1.4875 2.5 -1.6 -3.1 -0.29
H 0.6579 2.2876 -2.8137 -1.7 -1.2 1.5 0.13
N 5.4131 3.6133 -0.4735 0.1 -0.1 0.1 0.03
C 6.4102 4.1455 0.3018 0.1 0.3 -0.4 -0.22
C 6.1545 3.8108 1.6128 -0.4 0.2 -0.2 -0.24
C 4.9645 3.0448 1.6280 -0.2 -0.4 0.0 -0.07
C 4.5297 2.9359 0.3261 0.1 0.1 0.1 -0.11
H 5.3410 3.7053 -1.4785 0.0 0.0 0.3 0.16
H 7.2133 4.7166 -0.1444 -0.2 0.1 0.0 0.11
H 6.7604 4.0873 2.4659 -0.3 0.3 0.1 0.08
H 4.4775 2.6179 2.4952 0.0 0.1 -0.2 0.10
H 3.6689 2.4368 -0.0985 0.2 0.3 0.3 0.01
Li -4.5850 0.0578 -7.3403 0.1 -0.2 0.8 0.88
F 1.3764 -1.4193 4.0077 2.4 0.5 -5.5 -0.21
P 0.9259 -2.3902 5.1407 0.2 1.0 2.1 -0.03
F 1.1675 -2.6497 6.6582 -2.3 -0.5 5.1 -0.14
F 0.3642 -0.9892 5.5286 -2.5 3.2 3.9 -0.14
F -0.5133 -2.9559 5.3331 -4.9 0.4 2.3 -0.15
F 2.4130 -2.8388 5.2674 5.0 -0.7 -2.8 -0.14
F 0.7480 -3.4882 4.0490 4.7 -1.8 -2.1 -0.47
B 2.0419 3.3857 3.8285 1.0 -3.0 -3.3 -1.06
F 3.2774 2.8775 4.4020 -1.7 1.2 -0.2 0.04
F 1.1787 2.2714 3.4722 1.3 2.4 1.0 0.08
F 1.3672 4.2296 4.8013 0.4 1.0 2.0 0.02
F 2.3443 4.1643 2.6385 -0.6 -0.8 2.2 0.06
K 8.3988 2.4323 1.4455 0.6 -0.7 0.0 1.00
C -1.3539 -5.9670 2.2309 0.0 0.4 -0.2 -1.53
Br -2.8913 -6.1934 3.4010 0.4 0.1 -0.4 0.57
Br -1.8174 -6.2525 0.3632 0.0 -0.5 0.3 0.58
Br -0.4817 -4.2500 2.5059 -2.4 -2.7 -2.0 0.82
H -0.6287 -6.7412 2.5023 -0.3 0.4 -0.1 -0.02
Be 2.0310 4.7555 6.3502 -0.6 -0.8 -1.8 0.74
Br -1.3981 2.9324 -0.2671 -7.2 8.0 2.6 0.99
```
Forces are in eV/Å.

HOMO energy (eV): -8.44
E_LUMO (eV): -6.69
Orbital gap (eV): 1.747
Charge: +1